Record 1
ORCA calculation (ωB97M-V/def2-TZVPD) on a structure of composition C14H16B2NO28S3.

```
! RIJCOSX wB97M-V def2-TZVPD def2/J DEFGRID3
* xyz -1 1
N -12.64157 13.25384 2.13589
H -13.12976 14.11944 1.86129
H -11.89183 13.07615 1.46389
H -13.35156 12.50174 1.95559
H -12.29264 13.22096 3.09048
O -14.54809 11.28062 1.63607
C -14.49535 10.07922 1.63682
O -13.62357 9.34751 2.28112
B -13.81297 7.92541 1.89066
O -15.00892 7.90772 1.03436
C -15.34008 9.15366 0.74169
O -16.12629 9.51585 -0.08333
O -12.65904 7.34678 1.23221
C -11.98727 6.56349 2.07734
O -10.93350 6.06666 1.89178
C -12.92890 6.35075 3.29870
O -14.00731 7.08652 3.09832
O -12.69100 5.66247 4.24267
O -20.27016 17.91289 2.44741
C -19.53265 17.42640 1.65569
O -18.22791 17.64583 1.54984
B -17.64077 16.63085 0.65923
O -18.77161 15.95667 0.01512
C -19.89901 16.33580 0.62877
O -20.99435 15.94694 0.35681
O -16.81764 15.66316 1.43886
C -15.59351 15.66666 0.97719
O -14.66872 15.06503 1.46149
C -15.54366 16.62666 -0.23661
O -16.68926 17.26967 -0.26825
O -14.59494 16.78113 -0.93367
C -9.63495 10.55094 -1.67896
C -10.35994 9.38377 -0.95493
O -10.41721 9.81066 0.41146
S -9.19813 10.75694 0.74670
O -7.97570 10.06589 0.90510
O -9.63575 11.65068 1.74870
O -9.16654 11.46700 -0.70492
H -10.28676 11.05992 -2.39182
H -8.85198 10.15294 -2.33233
H -9.81082 8.45322 -1.08059
H -11.38267 9.27598 -1.28590
C -12.89350 10.56326 7.09537
C -12.77911 9.44590 6.05352
O -11.44970 9.54996 5.54058
S -11.09206 11.09141 5.42403
O -11.65919 11.64057 4.24068
O -9.71923 11.29919 5.64347
O -11.93272 11.55883 6.68657
H -12.62689 10.19339 8.08288
H -13.87520 11.02755 7.09330
H -13.50664 9.56062 5.24999
H -13.00066 8.48329 6.50590
C -15.32826 12.69961 -1.29221
C -14.43597 11.49028 -1.62256
O -13.28128 12.01011 -2.29273
S -13.20858 13.59366 -2.07655
O -12.57953 14.17283 -3.17126
O -12.77126 13.89932 -0.76117
O -14.77889 13.77158 -2.12452
H -15.24913 13.05349 -0.26514
H -16.37455 12.65976 -1.57086
H -14.99877 10.75463 -2.19371
H -14.10041 10.98459 -0.72137
*
```

Output
Calculated total energy (Ha): -3949.39498
Strongest force on any atom (eV/Å): 2.08
Energy above the lowest of the compared OMol25 structures with the same formula, charge and spin (eV): 0.000
HOMO level (eV): -7.7
Orbital gap (eV): 9.42
LUMO energy (eV): 1.77

---

Record 2
ORCA calculation (ωB97M-V/def2-TZVPD) on the ion C4H10O2P with charge -1.

```
! RIJCOSX wB97M-V def2-TZVPD def2/J DEFGRID3
* xyz -1 1
C 1.13986 -1.70386 1.91176
C 1.20727 -1.25460 0.55024
O 0.02972 -1.01715 -0.24620
P -0.93056 0.37096 0.79129
O 0.35729 1.12206 1.30390
C -1.75151 0.83312 -1.01090
C -0.73237 1.77449 -1.80634
H 1.93632 -1.05425 2.52197
H 0.76131 -2.76425 2.07338
H 0.15283 -1.03150 1.81729
H 1.74478 -0.26413 0.52609
H 1.95004 -2.03912 -0.07079
H -1.90977 -0.18245 -1.43114
H -2.72005 1.43017 -1.00421
H -0.78501 1.67585 -2.90634
H -0.72260 2.84635 -1.61428
H 0.27244 1.25831 -1.40571
*
```

Output
Calculated total energy (Ha): -650.17452
Strongest force on any atom (eV/Å): 7.67
Energy above the lowest of the compared OMol25 structures with the same formula, charge and spin (eV): 3.218
HOMO level (eV): -3.1
Orbital gap (eV): 7.44
SMILES: CCOP([O-])CC
LUMO energy (eV): 4.31

---

Record 3
ORCA calculation (ωB97M-V/def2-TZVPD) on an isolated molecule of C7H12N2.

```
! RIJCOSX wB97M-V def2-TZVPD def2/J DEFGRID3
* xyz 0 1
H -3.05442 0.86906 -0.55409
N -2.44285 1.33226 0.11003
C -1.20313 1.06857 0.00932
C 0.00159 1.69142 0.21833
C 1.07066 0.72705 0.09785
C 1.74169 0.17519 1.33014
N 1.82567 0.71015 -1.02622
C -0.76369 -0.59244 -0.37102
C -0.82107 -0.91863 -1.66992
C -1.08250 -1.58151 0.71594
H 0.12306 2.69009 0.62208
H 1.02319 0.05692 2.13762
H 2.51326 0.89007 1.63755
H 2.23675 -0.78302 1.15067
H 2.66742 0.15306 -1.07964
H 1.42698 1.14160 -1.84800
H -0.58282 -0.19276 -2.44255
H -1.17850 -1.88611 -2.01534
H -1.65217 -2.43244 0.32760
H -0.16715 -1.99693 1.14580
H -1.68197 -1.12159 1.50387
*
```

Output
Calculated total energy (Ha): -383.26978
Strongest force on any atom (eV/Å): 2.30
Energy above the lowest of the compared OMol25 structures with the same formula, charge and spin (eV): 4.175
HOMO level (alpha / beta) (eV): -6.9 / -6.9
Orbital gap (alpha / beta) (eV): 6.43 / 6.43
SMILES: [H]/N=C(/C=C(\C)N)C(=C)C
LUMO energy (alpha / beta) (eV): -0.45 / -0.45

---

Record 4
ORCA calculation (ωB97M-V/def2-TZVPD) on a structure of composition C22H35AsBCl2GaIN7OS2Se.

```
! RIJCOSX wB97M-V def2-TZVPD def2/J DEFGRID3
* xyz 2 1
Ga 0.28899 0.21955 0.03626
C -0.50491 2.41984 -4.05058
N 0.83008 1.89573 -3.78469
C 1.97820 2.38406 -4.35553
C 2.99721 1.63292 -3.87764
N 2.47813 0.68835 -3.02565
B 3.44763 -0.22556 -2.16740
N 2.75783 -1.59916 -1.89414
C 2.69931 -2.64640 -2.78464
C 2.17240 -3.71551 -2.14446
N 1.91222 -3.31324 -0.85064
C 1.34334 -4.14948 0.19909
C 2.27521 -2.02795 -0.72617
S 2.08839 -1.07003 0.70987
C 1.15591 0.86563 -2.97301
S -0.06432 -0.10324 -2.17625
H -0.48886 3.50106 -3.93197
H -1.20256 1.97657 -3.34595
H -0.80780 2.16720 -5.06465
H 1.96533 3.20528 -5.04961
H 4.05270 1.68290 -4.07443
H 4.43585 -0.40934 -2.82259
H 3.66320 0.33021 -1.12216
H 3.04635 -2.54468 -3.79720
H 1.97935 -4.71926 -2.47845
H 1.44461 -5.18826 -0.10133
H 0.29230 -3.90490 0.34861
H 1.88441 -3.98863 1.12766
C -0.44796 -1.64583 3.09544
As -0.54714 0.16937 2.43754
C 0.60899 1.07884 3.69211
C -2.31284 0.67589 3.02059
H -0.77617 -1.66038 4.13410
H 0.57602 -2.00238 3.02523
H -1.09292 -2.28071 2.49287
H 0.40978 0.69400 4.69122
H 0.41464 2.14817 3.67227
H 1.65274 0.89126 3.43962
H -2.33664 0.61594 4.10825
H -3.04166 -0.02213 2.61515
H -2.55771 1.68398 2.69645
C 1.18863 4.57214 2.52085
N 2.22576 3.57650 2.28486
C 2.27281 2.68673 1.28789
Se 1.10914 2.54114 -0.17513
N 3.39140 1.96159 1.41439
C 4.10151 2.37897 2.53579
C 5.31395 1.97182 3.07861
C 5.73493 2.64863 4.20553
C 4.97663 3.68627 4.77384
C 3.77543 4.09190 4.22774
C 3.35945 3.41491 3.08725
H 0.35694 4.38111 1.84809
H 1.58642 5.56885 2.33731
H 0.85560 4.50379 3.55554
H 3.62916 1.21121 0.77618
H 5.90013 1.17638 2.64033
H 6.67854 2.38018 4.65939
H 5.34803 4.18255 5.65936
H 3.20040 4.89778 4.66203
Cl -2.95255 4.10343 1.25000
C -2.95722 3.35850 -0.34390
Cl -2.58343 1.61351 -0.26388
H -2.18776 3.82573 -0.94711
H -3.94220 3.45797 -0.78350
N -3.59930 -1.79360 0.03266
C -2.36914 -1.98620 -0.43518
O -1.37506 -1.42766 0.06383
C -2.20795 -2.96461 -1.56511
I -3.11152 -2.24769 -3.35491
H -3.76155 -1.10082 0.74469
H -4.39717 -2.21197 -0.41864
H -2.70592 -3.90552 -1.34325
H -1.15248 -3.11633 -1.76341
*
```

Output
Calculated total energy (Ha): -9918.89909
Strongest force on any atom (eV/Å): 0.56
Energy above the lowest of the compared OMol25 structures with the same formula, charge and spin (eV): 0.138
HOMO level (eV): -13.4
Orbital gap (eV): 8.37
LUMO energy (eV): -5.02

---

Record 5
ORCA calculation (ωB97M-V/def2-TZVPD) on a cluster of 2 separate species, H4O2 in total.

```
! RIJCOSX wB97M-V def2-TZVPD def2/J DEFGRID3
* xyz 0 1
O -1.60132 0.01289 -0.12358
H -1.04033 -0.45809 0.55605
H -1.37864 0.97467 0.02874
O 1.24693 0.16097 -0.07457
H 2.08141 -0.17751 0.15724
H 0.69196 -0.51294 -0.54389
*
```

Output
Calculated total energy (Ha): -152.86576
Strongest force on any atom (eV/Å): 2.64
Energy above the lowest of the compared OMol25 structures with the same formula, charge and spin (eV): 0.250
HOMO level (eV): -11.5
Orbital gap (eV): 12.30
SMILES: O.O
LUMO energy (eV): 0.83